No. 1
2 unconnected molecules or ions with the total composition C7H6Cl2N4O. Source: the Open Molecules 2025 dataset; level of theory: ωB97M-V/def2-TZVPD.

Calculated values
Gap between HOMO and LUMO   8.102 eV
Molar mass   233.058 g mol⁻¹
ΔE to the lowest compared entry with this formula, charge and spin   26.5 kcal/mol
Highest occupied orbital energy   -8.85 eV

Cartesian coordinates (Å):
C  0.12779  -1.73579  -1.65956
C  1.53877  -1.62358  -1.76998
C  -0.48262  -1.23245  -0.51217
C  2.28923  -1.05298  -0.73227
C  0.22470  -0.72757  0.58712
C  1.61333  -0.68771  0.45089
C  -1.16354  1.64577  1.38812
N  -1.54874  2.22645  2.39214
N  -1.66183  2.73494  -0.67950
N  -1.06500  1.84840  0.08862
N  -0.34670  -0.15116  1.75584
O  -1.50529  2.51270  -1.88211
Cl  2.57588  0.06199  1.73086
Cl  -1.96934  -0.73566  2.26624
H  -0.54511  -2.03883  -2.47572
H  2.07306  -1.94249  -2.57338
H  -1.50643  -1.05765  -0.56663
H  3.35570  -1.07300  -0.74445
H  -1.50583  1.89523  3.31127
H  -0.49804  1.13340  -0.37532

=====

No. 2
C7H6ClN3S in the gas phase. Source: the Open Molecules 2025 dataset; level of theory: ωB97M-V/def2-TZVPD.

Calculated values
Gap between HOMO and LUMO   8.556 eV
Molar mass   199.666 g mol⁻¹
ΔE to the lowest compared entry with this formula, charge and spin   56.2 kcal/mol
Highest occupied orbital energy   -8.34 eV

Cartesian coordinates (Å):
C  1.99516  0.52672  -1.30476
C  1.26613  0.28490  -0.14613
C  1.31250  0.27044  -2.53306
C  -0.48532  -0.55365  -1.49501
C  0.00165  -0.41397  -0.20421
C  -1.94363  0.98973  1.27695
C  -0.73666  -0.77899  0.96748
N  0.10611  -0.13468  -2.60500
N  -1.28706  1.42575  2.22391
N  -0.12856  -0.89411  2.17663
S  -0.16172  0.64520  3.03790
Cl  -1.82461  -2.11320  0.79997
H  3.00517  0.96617  -1.41492
H  1.74082  0.53355  0.91788
H  1.86605  0.49901  -3.52536
H  -1.36569  -0.99531  -1.68556
H  -2.79218  1.31372  0.73754
H  -0.56816  -1.57129  2.77576

=====

No. 3
C7H6ClNO3 in the gas phase. Source: the Open Molecules 2025 dataset; level of theory: ωB97M-V/def2-TZVPD.

Calculated values
Gap between HOMO and LUMO (alpha / beta)   7.912 / 7.915 eV
Molar mass   187.582 g mol⁻¹
ΔE to the lowest compared entry with this formula, charge and spin   89.8 kcal/mol
Highest occupied orbital energy (alpha / beta)   -9.51 / -9.51 eV

Cartesian coordinates (Å):
C  -1.66405  -0.13175  -1.20765
C  -1.93162  -0.33058  0.13600
C  -0.55072  0.48883  -1.56116
C  -1.10635  -0.38603  1.19389
C  1.45760  0.40351  1.61969
C  0.45815  1.14255  -0.59264
C  0.99159  0.04482  0.32485
N  1.36510  -1.08724  -0.38336
O  1.62235  -2.05697  0.29974
O  1.01952  1.28166  2.23966
O  1.32611  -1.14526  -1.59770
Cl  2.59652  -0.60642  2.42776
H  -2.34261  -0.33227  -2.02514
H  -2.89781  -0.82977  0.37825
H  -0.40768  0.67467  -2.60808
H  -1.16728  -0.58017  2.27034
H  1.28748  1.65057  -1.00193
H  -0.05631  1.79985  0.08749